[1]
Entry from the Open Molecules 2025 dataset: 3 unconnected molecules or ions with the total composition C5H8O at a distorted geometry (ωB97M-V/def2-TZVPD).

Structure (XYZ):
```
14
Properties=species:S:1:pos:R:3
C -1.166 -0.859 -0.551
C -0.785 0.552 -0.964
C -0.225 1.545 0.011
C 0.619 1.069 -0.847
C 2.206 -1.383 0.706
O 2.992 -1.292 -0.109
H -0.558 -1.197 0.296
H -2.220 -0.910 -0.251
H -1.022 -1.566 -1.377
H -1.403 0.936 -1.785
H -0.094 0.125 2.790
H -0.439 2.191 0.849
H 1.622 1.032 -1.247
H 0.472 -0.243 2.479
```

Calculated values
**Energy relative to the best compared isomer or geometry (same formula, charge and spin)**: 383.1 kJ/mol
**HOMO energy**: -9.45 eV
**LUMO level**: 1.1024 eV
**2S+1**: 1
**Largest force on an atom**: 1.44 eV/Å

[2]
Entry from the Open Molecules 2025 dataset: 2 unconnected molecules or ions with the total composition C7H19NOP at a distorted geometry (ωB97M-V/def2-TZVPD).

Structure (XYZ):
```
29
Properties=species:S:1:pos:R:3
C 2.722 1.091 -1.816
C -2.484 0.851 0.947
C -0.401 1.528 2.030
C -1.619 -2.287 1.323
C 1.198 1.042 -1.825
C 0.645 -0.293 -2.327
C 0.869 -1.427 -1.435
N -1.226 0.433 1.535
O 0.788 -1.132 1.847
P -0.460 -0.926 0.894
H 3.144 0.318 -1.181
H 3.064 2.053 -1.443
H 3.114 0.964 -2.824
H -3.131 1.232 1.739
H -2.348 1.639 0.204
H -2.976 0.004 0.476
H 0.063 1.247 2.975
H 0.386 1.809 1.330
H -1.032 2.397 2.204
H -1.992 -2.144 2.340
H -1.063 -3.223 1.264
H -2.455 -2.342 0.632
H 0.823 1.841 -2.465
H 0.816 1.212 -0.812
H -0.410 -0.208 -2.600
H 1.174 -0.548 -3.260
H 1.802 -1.504 -0.901
H 0.361 -2.356 -1.641
H 0.629 -1.270 2.790
```

Calculated values
**Energy relative to the best compared isomer or geometry (same formula, charge and spin)**: 65.7 kJ/mol
**Net charge**: +1
**HOMO energy (spin up / spin down)**: -12.50 / -12.50 eV
**LUMO level (spin up / spin down)**: -4.7495 / -4.7500 eV
**2S+1**: 1
**Largest force on an atom**: 1.97 eV/Å

[3]
Entry from the Open Molecules 2025 dataset: 3 unconnected molecules or ions with the total composition C4H16N4 at a distorted geometry (ωB97M-V/def2-TZVPD).

Structure (XYZ):
```
24
Properties=species:S:1:pos:R:3
C 1.390 -0.604 1.676
N -0.061 -0.592 1.308
N -0.621 0.673 1.586
N 2.151 0.430 1.050
H -0.534 -1.340 1.822
H -0.656 1.195 0.526
H -1.594 0.526 1.842
H 1.757 1.332 1.300
H 2.110 0.355 0.040
H 1.465 -0.486 2.761
H 1.783 -1.587 1.399
C -0.289 -1.169 -0.615
C 0.466 1.818 -1.716
C -1.737 -1.540 -0.712
N -0.639 1.405 -0.893
H -1.497 1.370 -1.434
H 0.360 -2.005 -0.367
H 0.131 -0.660 -1.471
H 1.240 2.317 -1.122
H 0.965 0.979 -2.247
H 0.161 2.525 -2.498
H -2.065 -2.131 0.146
H -2.382 -0.664 -0.774
H -1.904 -2.149 -1.607
```

Calculated values
**Energy relative to the best compared isomer or geometry (same formula, charge and spin)**: 499.0 kJ/mol
**HOMO energy**: -6.59 eV
**LUMO level**: 0.5889 eV
**2S+1**: 1
**Largest force on an atom**: 1.76 eV/Å